No. 1
Molecular formula: C22H43N2P3SeSn
Method: DFT, ωB97M-V with the def2-TZVPD basis set

Results
charge	+4

The geometry in XYZ format:
```
72
Properties=species:S:1:pos:R:3:forces:R:3:mulliken_charge:R:1
Sn -0.238 -0.353 -0.757 -2.623 -0.913 -0.972 0.990
Se -0.941 0.468 -3.097 1.088 1.092 0.619 -0.075
P 1.338 -2.478 -1.316 1.403 -1.137 -0.230 1.193
P -2.410 -1.955 -1.260 -0.760 -0.645 -0.364 0.305
P -1.761 0.300 1.582 -0.144 0.375 1.745 0.977
N 3.928 1.853 4.562 -0.908 -0.965 -1.137 -0.394
N 1.654 -0.353 1.960 -0.521 -0.396 -0.437 0.686
C -2.602 4.346 1.076 0.482 0.132 -0.467 -0.732
C -2.160 -3.010 -2.731 0.365 0.077 -0.082 -1.047
C 2.624 -0.114 4.110 -0.733 -0.911 -0.293 -0.903
C 3.213 1.103 3.693 1.200 1.323 1.566 1.126
C 1.837 -0.822 3.234 0.578 0.587 0.355 -0.566
C -1.439 4.361 0.401 -0.738 0.050 0.240 -0.481
C -3.025 -3.135 -0.013 0.291 0.055 0.293 -1.264
C 1.662 3.696 -2.289 -0.076 -0.219 -0.024 -0.483
C 1.679 -2.455 -3.107 -0.335 0.566 -0.263 -1.092
C 0.551 2.850 -2.299 -0.068 -0.190 0.028 0.296
C -1.117 1.658 2.612 0.702 0.256 -0.392 -0.466
C 2.999 -2.463 -0.568 0.030 0.660 0.419 -1.298
C 3.030 1.538 2.359 -0.486 -0.196 -1.159 -0.860
C -3.909 -1.021 -1.723 0.184 0.445 0.052 -1.001
C 2.254 0.790 1.509 0.332 0.333 0.725 -0.198
C 0.513 1.757 -3.181 0.507 0.280 -0.141 -0.100
C 1.580 1.526 -4.067 -0.266 -0.174 0.236 -0.444
C -3.526 0.770 1.475 -0.122 -0.176 -1.245 -1.377
C -1.761 -1.086 2.783 0.407 -0.504 -0.558 -0.941
C 2.736 3.457 -3.159 -0.142 -0.283 -0.194 -0.512
C 0.758 -4.170 -0.951 -0.762 -0.028 0.493 -1.260
C 2.689 2.374 -4.048 -0.025 0.259 0.134 -0.677
H -3.884 -3.675 -0.436 0.218 0.142 0.052 0.477
H 1.698 4.542 -1.598 -0.061 -0.259 -0.266 0.490
H -3.153 -3.307 -3.099 0.258 0.028 0.110 0.493
H -3.547 4.577 0.571 0.400 -0.037 0.232 0.329
H -4.139 -0.060 1.100 0.126 0.244 0.229 0.428
H 3.605 4.117 -3.146 -0.264 -0.200 -0.038 0.448
H -1.738 1.719 3.518 0.044 -0.181 -0.262 0.523
H 2.774 -0.476 5.125 -0.047 -0.011 -0.237 0.433
H 1.347 -1.762 3.485 0.209 0.269 0.015 0.661
H 3.419 -3.479 -0.610 -0.156 0.303 -0.086 0.515
H 3.649 -1.776 -1.126 -0.144 -0.136 0.191 0.453
H 0.291 -4.633 -1.830 0.141 0.224 0.263 0.413
H -1.587 -3.911 -2.482 -0.236 0.224 -0.058 0.318
H -1.415 4.637 -0.657 -0.037 -0.093 0.352 0.410
H -2.472 -0.845 3.585 0.142 0.061 -0.209 0.486
H 4.069 1.560 5.518 0.039 0.013 0.000 0.238
H 4.346 2.728 4.278 0.038 -0.044 0.048 0.231
H 2.073 1.066 0.467 0.117 0.038 0.330 0.475
H 0.039 -4.163 -0.119 0.221 -0.199 -0.220 0.188
H 2.954 -2.135 0.478 0.173 -0.223 -0.211 0.317
H -1.176 2.614 2.075 0.011 -0.414 0.165 -0.391
H -2.064 -2.025 2.305 0.063 0.222 0.277 0.187
H 0.957 -0.821 1.346 1.167 0.294 1.051 -0.697
H 1.124 -1.638 -3.591 0.163 -0.274 -0.054 0.153
H 2.755 -2.287 -3.257 -0.299 -0.019 0.085 0.445
H 1.625 -4.777 -0.649 -0.215 0.256 -0.127 0.475
H 1.535 0.677 -4.748 0.113 0.258 0.055 0.496
H -1.641 -2.461 -3.526 -0.168 -0.141 0.106 0.334
H -0.078 1.470 2.908 -0.216 0.051 -0.009 0.100
H -2.242 -3.862 0.246 -0.273 0.131 -0.019 0.296
H 1.390 -3.412 -3.563 0.008 0.250 0.201 0.449
H -4.683 -1.748 -2.009 0.243 0.149 0.091 0.471
H -0.761 -1.222 3.217 -0.402 0.109 -0.079 0.236
H 3.493 2.461 2.010 -0.101 -0.285 0.027 0.440
H 3.523 2.188 -4.726 -0.274 0.080 0.150 0.454
H -3.877 1.058 2.477 0.379 -0.157 -0.119 0.518
H -4.279 -0.414 -0.888 0.060 -0.152 -0.324 0.249
H -3.701 -0.359 -2.574 -0.153 -0.188 0.221 0.350
H -3.350 -2.619 0.899 -0.041 -0.199 -0.309 0.419
H -2.657 4.182 2.158 0.026 0.055 -0.392 0.395
H -0.472 4.188 0.885 -0.266 0.157 -0.085 0.310
H -0.275 3.017 -1.605 0.165 0.055 -0.258 0.149
H -3.632 1.631 0.802 -0.032 -0.158 0.168 0.432
```
Positions in Å, forces in eV/Å.

=====

No. 2
Molecular formula: C22H43N4O10PS
Method: DFT, ωB97M-V with the def2-TZVPD basis set

Results
ΔE to the lowest compared entry with this formula, charge and spin	852.2	kJ/mol
SMILES	C#C[C@@H]1C(=O)O[C@H]([PH2]=O)[C@@H]1CCCCS(=O)(=O)O.CNC(C)=O.CNC(C)=O.CNC(C)=O.CNC(C)=O

The geometry in XYZ format:
```
81
Properties=species:S:1:pos:R:3:forces:R:3:mulliken_charge:R:1
S -2.237 -3.159 -0.527 -2.906 5.110 4.357 1.055
P -4.606 0.122 -1.808 -3.923 2.541 3.858 0.393
O -3.699 -2.964 0.034 5.079 -1.970 -2.163 -0.629
O 4.411 -2.824 1.176 -0.435 -0.204 0.016 -0.643
O -4.372 4.008 -2.529 -0.407 -7.426 -5.175 -0.522
O -5.566 1.109 -0.972 3.213 -2.867 -3.033 -0.647
O -1.428 -1.902 -0.123 -1.742 -4.685 -2.173 -0.551
O -5.198 1.884 -3.720 2.767 2.041 1.549 -0.335
O -1.443 -4.518 0.139 -1.840 1.195 0.101 -0.470
O 0.881 4.164 2.667 -0.199 0.274 -0.297 -0.684
O -0.233 4.093 7.113 0.521 -0.168 -0.095 -0.676
O 1.813 -2.342 -2.936 0.204 -0.062 -0.213 -0.572
N -1.186 4.048 1.800 0.765 0.393 0.324 -0.092
N 1.633 3.093 7.855 -0.342 0.201 -0.208 -0.160
N 3.679 -3.342 -2.194 -0.596 0.334 -0.672 -0.014
N 3.157 -4.592 1.756 0.158 0.516 -0.200 -0.147
C -3.020 1.005 -4.300 0.407 -0.479 -1.174 -0.180
C -2.442 4.550 1.296 -0.166 -0.457 -0.117 -0.707
C 1.569 3.936 5.545 -0.207 0.161 0.012 -0.960
C 0.915 3.721 6.882 -0.718 0.226 0.270 0.726
C -0.220 6.256 2.290 0.140 0.234 0.083 -1.437
C -2.735 2.576 -3.834 0.299 -2.065 0.992 0.312
C -4.469 0.588 -3.656 -0.040 1.086 -0.613 -0.245
C 5.029 -3.851 -2.265 -0.032 -0.023 0.472 -0.950
C -4.243 2.918 -3.289 0.739 5.137 2.992 0.343
C -1.591 2.742 -2.625 8.144 -2.530 3.904 -0.283
C -1.370 -2.554 -3.291 0.419 -0.581 -0.572 -0.270
C 3.615 -2.499 -4.504 -0.052 0.123 -0.255 -1.369
C 3.339 -3.250 1.599 0.729 0.109 -0.168 0.725
C 2.983 2.584 7.784 -0.191 -0.067 0.414 -0.782
C -2.152 -1.616 -4.413 0.627 -0.205 -0.407 -0.626
C 1.985 -5.287 2.233 0.278 -0.360 -0.067 -0.802
C -1.753 -0.034 -4.237 0.352 0.180 -0.170 -0.509
C -0.401 2.521 -1.869 -7.961 0.966 -5.846 -0.479
C -2.411 -3.430 -2.372 0.731 -1.530 -1.888 -0.783
C 2.961 -2.713 -3.168 -0.333 -0.105 0.758 0.804
C -0.121 4.756 2.272 0.097 -0.840 -0.062 0.861
C 2.201 -2.335 1.954 -0.038 0.224 -0.011 -1.068
H -0.718 -3.333 -3.900 -1.307 1.649 1.476 0.263
H -1.028 0.270 -5.135 -1.605 -0.623 2.008 0.296
H 4.505 -1.875 -4.390 0.027 -0.188 -0.103 0.374
H -0.616 -1.955 -2.618 -1.621 -1.094 -1.377 0.345
H 1.171 -4.607 2.486 0.235 -0.036 -0.090 0.289
H 3.574 3.086 8.555 0.268 -0.148 -0.147 0.269
H 2.498 -1.298 1.775 0.042 -0.317 0.000 0.296
H 1.832 2.974 5.098 0.118 0.193 -0.070 0.370
H 1.657 -5.975 1.450 -0.270 -0.030 0.190 0.277
H 4.998 -4.922 -2.052 0.301 0.010 -0.100 0.287
H 1.949 -2.444 3.013 -0.161 -0.021 -0.125 0.395
H 2.952 1.513 7.997 0.327 -0.004 -0.096 0.263
H 0.706 6.677 2.693 -0.172 -0.238 -0.080 0.307
H -1.097 0.071 -3.263 -1.631 0.053 -1.840 0.066
H -3.352 0.064 -1.098 -0.301 -0.390 -1.009 0.060
H -3.304 -1.841 -4.386 2.110 0.647 0.053 0.372
H -3.520 -3.247 -2.720 2.096 -0.195 1.443 0.357
H -1.048 6.570 2.930 -0.004 0.073 -0.194 0.381
H 3.440 2.749 6.808 -0.192 0.016 0.164 0.323
H -1.845 -4.727 1.051 0.463 0.759 -1.918 0.375
H -5.278 -1.183 -1.738 1.193 0.695 -0.496 0.082
H 2.459 4.560 5.660 0.062 -0.171 -0.101 0.328
H -2.190 -4.586 -2.564 -0.530 2.502 0.697 0.397
H -3.244 4.133 1.911 -0.160 0.218 -0.178 0.291
H -2.495 5.639 1.317 0.110 -0.217 0.039 0.306
H 5.486 -3.686 -3.241 -0.194 -0.002 0.142 0.398
H 3.169 -3.449 -1.325 0.244 0.095 -0.119 0.054
H 2.917 -1.986 -5.173 0.078 -0.118 0.270 0.249
H -5.193 -0.129 -4.233 1.848 1.195 0.770 0.488
H 2.269 -5.862 3.118 -0.322 -0.038 0.025 0.282
H -2.559 4.198 0.268 -0.257 0.204 0.006 0.154
H -0.358 6.635 1.274 -0.150 0.059 0.139 0.455
H -1.788 -1.939 -5.503 -0.865 0.549 2.469 0.316
H -1.041 3.045 1.821 -0.078 0.251 -0.015 0.194
H 1.123 2.986 8.724 0.151 0.017 -0.221 0.232
H 0.871 4.449 4.877 0.251 -0.266 0.337 0.041
H -3.273 1.144 -5.441 0.382 -0.390 2.138 0.258
H 1.331 -2.557 1.330 -0.087 0.034 0.179 0.191
H 5.620 -3.349 -1.495 0.166 -0.159 -0.116 0.290
H 3.878 -3.461 -4.952 0.167 0.140 0.015 0.381
H -2.353 3.067 -4.828 -0.982 -0.272 2.386 0.430
H 0.647 2.254 -1.361 -3.096 1.011 -1.188 0.351
H 3.969 -5.140 1.495 -0.198 0.117 0.115 0.241
```
Positions in Å, forces in eV/Å.

=====

no.,energy (eV)
1,-125495.5905
2,-70060.6385